Here is a structure of composition C3HFeO2 in a non-equilibrium geometry from OMol25. Energies are from ωB97M-V/def2-TZVPD.

Properties
HOMO (spin up / spin down) in eV: -20.76 / -20.43
Multiplicity: 6
Net charge: +2
E in Eh: -1528.12401
Energy relative to the best compared isomer or geometry (same formula, charge and spin) in kcal per mole: 0.00
LUMO level (spin up / spin down) in eV: -11.2226 / -13.7771

Each line ends with the Löwdin spin population.
Atoms and positions in Å:
C (1.73239, 0.41453, -0.21871)  0.112
C (0.51719, 0.30112, -0.12056)  0.119
Fe (3.65293, 0.52032, -0.33214)  3.881
O (-1.67087, 1.09101, 0.04082)  0.741
C (-0.92144, 0.14367, 0.06033)  0.044
O (-1.39274, -1.09399, -0.09589)  0.103
H (-1.91747, -1.37665, 0.66614)  0.000